Entry from OMol25: C21H12FeN4O2S5 as an isolated structure (ωB97M-V with the def2-TZVPD basis set).

```
45
Properties=species:S:1:pos:R:3:lowdin_spin:R:1
C 2.22 1.51 3.16 0.0005
C -3.93 1.70 -1.67 -0.0004
H -4.85 3.64 -1.56 0.0002
C 2.89 1.52 -0.63 0.0079
H -4.47 1.35 -2.54 0.0001
C 4.44 3.40 0.42 0.0009
C 1.06 -2.13 1.28 0.0082
C 2.60 -0.82 2.79 -0.0001
C -2.48 2.42 0.51 0.0043
H 3.16 -1.74 2.91 0.0002
H 2.49 2.47 3.58 0.0001
C 1.09 1.39 2.36 0.0056
O 1.48 -3.20 1.75 0.0114
H -3.53 4.29 0.47 0.0001
C -1.25 -4.51 -2.62 0.0003
Fe -0.15 0.17 -0.25 3.6932
H -2.51 -2.83 -3.14 0.0001
H -1.89 2.66 1.38 0.0002
C -0.18 -2.81 -0.66 0.0029
O -3.66 -1.01 -2.36 0.0133
C -4.13 2.95 -1.12 0.0023
S 5.74 4.32 0.97 0.0000
S 2.40 -0.02 -1.21 0.0379
N 0.73 0.25 1.78 0.0252
C -2.74 -0.52 -1.69 0.0101
H 0.12 -5.98 -1.87 0.0001
N 0.29 -1.87 0.24 0.0450
H -1.67 -5.17 -3.37 0.0001
H 0.49 2.26 2.12 0.0004
H 1.05 -4.47 -0.12 0.0001
C -1.19 -2.34 -1.54 0.0019
C 2.99 0.37 3.37 0.0020
N -2.27 1.22 -0.03 0.0238
C 1.47 -0.84 1.99 0.0040
S 0.38 2.63 -0.79 0.0383
C 0.28 -4.13 -0.79 0.0010
C -1.72 -3.20 -2.50 0.0004
N -1.57 -1.01 -1.32 0.0370
C -0.25 -4.96 -1.77 0.0001
S 4.56 1.79 -0.14 0.0035
S 2.86 4.02 0.21 0.0034
C 2.09 2.60 -0.46 0.0088
C -3.40 3.32 0.00 0.0002
C -2.97 0.87 -1.11 0.0056
H 3.90 0.43 3.96 0.0001
```

Its LUMO energy (spin up / spin down) is 0.1628 / 0.1628 Ha. Its spin multiplicity is 5. As for the charge: -2. As for the expectation value of S²: 6.01.

---

Entry from OMol25: C5H5NO as an isolated structure (ωB97M-V with the def2-TZVPD basis set).

```
12
Properties=species:S:1:pos:R:3:mulliken_charge:R:1
H 0.96 -1.96 -0.53 0.2525
C -0.90 0.43 -0.53 0.2374
N -0.90 1.87 -0.32 -0.3953
H -1.44 -1.49 0.38 0.3435
C 0.61 0.07 -0.05 0.5938
C 1.38 -1.00 -0.26 -0.7550
O 1.07 1.24 0.50 -0.2105
C 0.14 2.29 0.28 -0.2910
H -1.20 0.08 -1.52 0.3185
C -1.11 -0.47 0.56 -0.6737
H 2.45 -0.93 -0.12 0.2924
H -1.07 -0.11 1.59 0.2874
```

Its LUMO energy (spin up / spin down) is -0.0579 / -0.0579 Ha. For the energy above the lowest of the compared OMol25 structures with the same formula, charge and spin, the calculation gives 557.63 kJ/mol.

---

Entry from OMol25: C5H11NO2 as an isolated structure (ωB97M-V with the def2-TZVPD basis set).

```
19
Properties=species:S:1:pos:R:3:mulliken_charge:R:1
H 0.16 -0.37 1.71 0.1291
C -1.02 -0.85 -1.10 -0.2203
H 2.01 -0.12 -1.33 0.3754
H 0.60 -2.08 1.98 0.2728
C 0.04 0.27 -1.06 -0.4385
H -0.54 1.08 -0.62 0.3221
H 0.36 3.52 -0.50 0.2272
O 0.83 2.71 -0.53 -0.6571
C -2.20 -0.63 -0.33 -0.0832
N 2.01 -1.20 0.91 -0.4110
O -2.41 0.29 0.46 -0.4254
H -2.82 -1.52 -0.14 0.3675
H 0.29 0.66 -2.08 0.5351
C 1.40 -0.13 -0.41 -0.7924
H 1.32 -1.31 -0.21 0.4304
H 1.59 0.89 0.12 0.3874
H 1.37 -0.73 2.98 0.3316
C 1.04 -1.05 1.98 -0.6211
H -1.29 -1.30 -2.15 0.2703
```

Its LUMO energy is -0.1628 Ha. For the energy above the lowest of the compared OMol25 structures with the same formula, charge and spin, the calculation gives 1313.42 kJ/mol.

---

Entry from OMol25: C28H32N5NiOSe as an isolated structure (ωB97M-V with the def2-TZVPD basis set).

```
68
Properties=species:S:1:pos:R:3:lowdin_spin:R:1
C -0.38 -2.78 0.92 0.0017
H 0.17 -0.20 -3.39 0.0004
N 3.04 -0.50 1.12 0.0278
C -5.49 3.69 2.08 0.0009
C 2.50 4.05 -0.44 0.0011
H 0.35 4.19 1.46 0.0003
H 1.69 -3.85 3.11 0.0003
C -2.79 1.16 1.30 0.0051
O 1.77 1.86 0.13 0.0274
H -4.21 1.44 2.85 -0.0002
H 3.46 -1.98 2.60 0.0004
H 3.83 -3.33 -4.76 0.0001
H -2.43 2.80 -2.53 0.0015
H 4.28 -2.11 0.57 0.0002
C 1.97 -2.39 -5.29 0.0001
H -5.26 3.90 3.13 0.0002
C -1.54 -2.90 0.17 0.0006
C -2.27 -0.11 1.90 0.0055
H 1.92 4.15 2.26 0.0000
C -4.34 3.02 1.41 0.0049
C 3.97 -1.13 0.18 0.0015
C 1.47 -2.17 1.85 0.0054
C -0.83 -4.89 2.07 0.0002
C 1.82 3.04 0.43 0.0088
Se -1.04 0.66 -0.96 0.0905
H -2.37 -0.09 2.98 0.0004
C -2.28 1.66 0.09 0.0151
C 3.04 -2.04 -3.22 0.0013
C 1.21 3.55 1.70 0.0008
H -3.27 -4.10 -0.15 0.0000
H 1.92 -2.87 -6.26 0.0000
H -6.36 3.04 2.06 0.0003
Ni 0.93 0.00 0.02 1.6929
H 0.15 -1.31 -5.62 0.0000
C 0.94 -0.89 -3.69 0.0003
H -5.74 4.62 1.59 0.0000
C 3.04 -2.66 -4.46 0.0002
N 2.22 -0.77 -1.53 0.0371
H -2.67 -5.80 1.51 0.0000
H 4.76 -2.60 -2.08 0.0002
H 4.88 -0.52 0.07 0.0001
H -4.17 4.46 -0.16 0.0000
H -2.84 -0.96 1.52 0.0003
H -2.62 4.44 -1.87 0.0001
H -1.22 -0.25 1.64 0.0048
C 3.34 -1.32 -1.16 0.0036
H -1.11 3.53 -1.62 0.0003
C 0.95 -1.51 -4.92 -0.0002
C 2.64 -1.33 2.24 0.0016
C -2.00 -4.97 1.34 0.0003
C 1.99 -1.18 -2.82 0.0026
N 0.58 -1.79 0.97 0.0399
H 0.87 2.71 2.31 0.0004
N 3.89 -2.09 -2.14 0.0006
C -0.03 -3.79 1.85 0.0012
H 1.75 4.64 -0.95 0.0006
H 3.11 4.73 0.16 -0.0001
C -3.81 1.85 1.93 -0.0008
H 3.42 0.38 1.45 0.0003
H 2.34 -0.68 3.07 -0.0001
C -2.77 2.88 -0.43 0.0074
H -0.57 -5.65 2.79 0.0001
H -1.80 -2.15 -0.56 0.0000
C -2.34 -3.99 0.40 -0.0001
C -2.20 3.45 -1.68 0.0029
H 3.12 3.56 -1.19 0.0001
N 1.16 -3.37 2.40 0.0012
C -3.78 3.53 0.24 -0.0003
```

Its LUMO energy (spin up / spin down) is -0.0888 / -0.0977 Ha. Its spin multiplicity is 3. As for the charge: +1. As for the expectation value of S²: 2.01.

---

Entry from OMol25: C29H48N7O4PSeV as an isolated structure (ωB97M-V with the def2-TZVPD basis set).

```
91
Properties=species:S:1:pos:R:3:lowdin_spin:R:1
H 3.76 1.08 -2.41 0.0006
N -0.11 -1.83 0.62 -0.0023
P -2.04 1.98 0.15 0.0044
H -0.30 3.63 3.06 0.0000
C -3.37 3.52 -2.34 0.0001
H 0.76 4.94 2.54 0.0000
C 0.66 4.36 -0.19 0.0000
H -0.88 -1.12 -4.33 0.0000
H 1.81 2.29 -2.14 0.0002
C -2.09 1.93 -3.78 0.0000
H 1.30 2.14 -3.84 0.0000
H -1.62 0.95 -3.83 0.0000
H -4.14 -3.65 -3.26 0.0000
H -1.33 2.70 -3.92 0.0000
C -0.03 -0.54 3.26 0.0010
H -3.88 3.68 -1.39 0.0000
H 1.90 -5.12 0.64 0.0001
H -0.92 -0.44 2.63 0.0003
H 0.29 -5.29 2.78 0.0001
C -3.22 -3.86 0.60 0.0006
C 0.94 -4.42 2.93 0.0002
H 3.23 -2.12 -4.87 0.0000
H -4.48 -4.34 -1.05 0.0000
H 2.33 -3.81 -3.19 0.0001
H -0.34 -0.84 4.26 0.0001
N 1.65 -1.88 -3.49 0.0022
H 2.14 -0.76 -5.19 0.0000
C -3.59 -3.83 -0.71 0.0000
O -1.79 0.47 0.52 -0.0003
H 1.21 -3.20 -1.96 0.0001
N 0.93 -3.63 1.70 0.0014
H 2.60 -0.70 3.47 0.0004
H 1.60 -2.41 -5.50 0.0001
C 2.83 -0.80 0.08 0.0040
H 0.59 -3.70 -3.56 0.0001
H 1.54 3.72 -0.19 0.0002
H -4.62 1.12 -3.02 0.0000
C -1.64 -2.43 -1.26 0.0032
N 1.89 0.36 -2.93 0.0061
N 0.87 -1.55 2.72 0.0040
C -1.41 -1.70 -3.58 -0.0009
N 3.27 -1.82 -0.21 0.0015
C 0.54 -2.34 1.68 0.0067
C 2.13 -1.68 3.43 0.0008
H -2.81 2.00 -4.59 0.0000
H 3.60 0.72 -4.14 0.0002
C -2.55 -2.42 -3.95 0.0002
N 0.17 -0.87 -1.97 -0.0028
H 0.55 -3.84 3.76 0.0000
C 1.27 1.67 -2.86 0.0015
H -2.24 4.58 1.69 0.0000
C 1.10 -4.39 0.48 0.0005
H -4.35 1.16 -1.28 0.0000
O -1.75 1.94 -1.43 0.0045
O -0.67 2.58 0.68 0.0131
O -3.29 2.60 0.57 0.0005
C 2.20 -1.78 -4.84 0.0001
Se 2.01 0.81 0.48 0.0089
H 1.99 -2.05 4.44 0.0000
H 0.99 5.39 -0.07 0.0000
C -3.25 -3.10 -3.01 -0.0003
H 0.23 1.59 -2.54 0.0008
C -0.95 -1.69 -2.29 0.0028
H -1.80 -3.18 2.06 0.0000
H 1.41 -3.71 -0.31 0.0000
C -3.86 1.04 -2.24 0.0000
C -2.81 2.12 -2.45 0.0001
H 2.79 -2.35 2.88 0.0000
H 0.16 4.27 -1.16 0.0000
C 1.42 -3.23 -3.03 0.0006
H -3.42 0.05 -2.30 0.0000
C -2.06 -3.19 1.01 0.0000
C -0.29 3.98 0.93 0.0008
C 1.21 -0.79 -2.82 0.0055
V -0.15 -0.02 -0.21 1.9201
C -1.51 4.89 0.94 0.0005
H -4.09 3.67 -3.14 0.0000
H 1.25 3.27 2.27 0.0000
H 0.48 0.42 3.32 0.0003
H -2.57 4.25 -2.46 0.0000
C -2.82 -3.11 -1.66 0.0006
H -1.17 5.89 1.18 0.0001
H -2.00 4.91 -0.02 0.0000
C 3.33 0.38 -3.14 0.0013
H 0.19 -4.91 0.20 0.0001
H 1.94 -4.76 3.17 -0.0001
H 3.75 -0.60 -2.95 0.0000
C -1.26 -2.52 0.13 0.0049
H -2.88 -2.41 -4.98 0.0000
C 0.40 3.95 2.28 0.0000
H -3.82 -4.38 1.33 0.0001
```

Its LUMO energy (spin up / spin down) is -0.1069 / -0.0869 Ha. For the energy above the lowest of the compared OMol25 structures with the same formula, charge and spin, the calculation gives 98.21 kJ/mol. Its spin multiplicity is 3. As for the charge: +1. As for the expectation value of S²: 2.01.

---

Entry from OMol25: C43H43N5O5P2TeTl as an isolated structure (ωB97M-V with the def2-TZVPD basis set).

```
100
Properties=species:S:1:pos:R:3:mulliken_charge:R:1
H -4.81 1.79 -0.02 0.5026
N 4.70 0.64 -1.97 -0.0560
C -2.94 -5.05 2.62 -0.4276
H 4.85 3.28 -2.68 0.3936
C 3.84 -2.48 0.77 -0.3596
H 2.65 3.99 -1.62 0.5720
H 5.25 0.18 2.31 0.4675
C 3.99 1.80 -4.04 -0.0086
H 2.98 1.45 -4.26 -0.1199
C 3.16 -0.06 1.94 -0.8751
H 3.82 2.36 -0.24 0.5729
H -3.94 -3.42 -1.15 0.4912
Te -2.24 -2.10 2.45 0.2660
H -1.60 7.84 1.55 0.3231
H 2.11 1.88 -0.29 -1.1040
C -4.74 0.81 -1.93 -0.5798
C -2.16 -6.29 -1.31 -0.6202
C -3.09 -4.09 -1.08 -0.6773
C -2.38 3.51 -2.72 -1.5437
C -3.43 0.16 -0.03 -1.0527
N 0.09 0.40 -4.69 0.1256
P 0.44 -0.22 1.37 2.3901
H 0.18 -4.14 -0.17 0.2829
H 0.60 -6.38 3.06 0.3948
H 5.86 -1.97 1.25 0.4017
H -3.15 0.31 1.01 0.0481
C 0.15 0.20 3.11 -0.3679
H 1.12 7.21 1.52 0.3163
C -0.83 2.71 -0.65 -0.4986
N -1.04 1.85 -1.64 1.0547
H -3.96 -4.74 2.48 0.3780
C 4.83 -1.67 1.30 -0.7264
H 4.10 -3.42 0.31 0.4702
C -0.55 -1.76 1.20 -0.0428
C 0.55 -0.62 4.17 -0.2081
O 2.58 -0.15 -1.84 -0.6579
O -0.57 -0.60 -4.35 -0.4450
C -1.08 4.82 0.60 0.4318
H -3.41 -7.15 2.63 0.3862
H 3.65 3.90 -3.77 0.4528
H 2.90 0.89 2.41 0.4216
H -2.74 -1.79 -2.73 0.6021
P -1.64 -1.97 -0.06 -0.5952
H -0.81 6.51 2.42 0.3572
N -1.39 -6.87 2.85 -0.5634
C 4.81 0.65 -3.44 -0.9004
C -4.15 -0.19 -2.69 -1.0757
C -1.36 3.99 -0.62 0.2928
O 0.38 7.79 1.30 -0.5296
H -0.22 2.36 0.18 0.0396
H -5.48 1.46 -2.38 0.4514
C -0.82 7.09 1.50 -0.5055
H 1.16 -1.50 3.96 0.3273
C -1.89 -4.15 2.69 0.4371
H -0.09 -6.51 -0.79 0.4890
H 1.84 2.73 -2.54 -0.1954
O -0.85 4.28 1.67 -0.6682
C 2.51 -2.08 0.84 -0.3385
H -4.42 -0.32 -3.73 0.4303
C 3.88 3.05 -3.13 -1.3203
H -4.20 -5.79 -1.75 0.4640
C 3.01 2.00 -0.89 0.6952
H -0.86 1.05 6.74 0.4090
H -2.99 3.78 -3.57 0.5434
H 1.74 -2.72 0.42 0.1975
O 0.70 0.95 -3.73 -0.3248
C -0.93 -5.83 -0.88 -0.7473
C 0.19 -0.32 5.46 -0.6530
C -0.40 -5.98 2.93 -0.5697
H 0.51 -0.95 6.28 0.4390
C 2.15 -0.87 1.42 -0.1892
C -2.15 4.39 -1.68 -0.3431
H -2.28 -7.34 -1.57 0.4243
C -4.37 1.00 -0.61 -0.6559
C -2.63 -6.41 2.70 -0.4124
C -0.77 -4.50 -0.54 -0.2547
H 4.49 -0.31 -3.83 0.2798
H 0.25 -3.94 2.88 0.3400
H 4.43 2.09 -5.00 0.4866
C -1.85 -3.63 -0.64 1.1194
H -0.89 2.01 2.57 0.1308
H -1.94 1.54 -3.47 0.4432
H -1.55 2.54 4.89 0.5126
C 2.78 2.99 -2.05 0.0519
C 3.40 0.71 -1.53 -0.0254
C -3.21 -1.03 -2.12 -0.1827
C -0.59 -4.61 2.85 -0.0546
Tl 0.13 -0.51 -1.96 1.5995
C 4.48 -0.45 1.89 -0.5611
N -1.09 6.16 0.42 -0.1218
C -3.24 -5.42 -1.42 -0.8371
H -2.62 5.37 -1.70 0.5846
C -0.58 0.82 5.72 -0.6492
H 5.88 0.76 -3.67 0.4504
C -0.61 1.34 3.38 0.0083
C -2.87 -0.87 -0.78 1.4939
H 5.25 1.39 -1.57 0.3891
H -1.13 6.53 -0.51 0.2231
C -0.97 1.64 4.68 -0.6712
C -1.80 2.25 -2.66 -0.5399
```

Its LUMO energy is -0.1400 Ha. For the energy above the lowest of the compared OMol25 structures with the same formula, charge and spin, the calculation gives 162.58 kJ/mol. As for the charge: +1.